No. 1
Here is a 6-piece molecular cluster, C14H43N3O7 overall at a distorted geometry from the Open Molecules 2025 dataset. Energies are from the ωB97M-V functional and the def2-TZVPD basis.

Geometry as XYZ:
```
67
Properties=species:S:1:pos:R:3
C 17.4441 -5.4711 -10.0646
C 16.2544 -5.4417 -10.9938
C 15.5843 -4.0695 -11.0967
O 15.0434 -3.8849 -9.8346
C 14.8217 -2.4888 -9.5678
N 16.5570 -5.9810 -12.3133
H 17.9182 -6.4526 -10.0593
H 17.2116 -5.3490 -9.0068
H 18.1887 -4.6926 -10.2310
H 15.4531 -6.1044 -10.6670
H 14.8553 -4.0579 -11.9070
H 16.3095 -3.2913 -11.3344
H 14.1510 -2.0571 -10.3107
H 15.7382 -2.0038 -9.2319
H 14.1696 -2.3722 -8.7022
H 15.7399 -5.7765 -12.8707
H 17.2261 -5.2832 -12.6056
C 12.7636 3.7308 -9.8409
C 11.3951 3.8674 -9.2273
C 10.4614 2.6400 -9.5166
O 9.1972 2.4888 -8.8828
C 8.2054 3.3551 -9.3958
N 11.6271 4.1100 -7.8037
H 12.6578 3.6517 -10.9229
H 13.3300 2.8679 -9.4905
H 13.2531 4.7022 -9.7707
H 11.0083 4.8231 -9.5810
H 11.0480 1.7441 -9.3135
H 10.2618 2.5275 -10.5823
H 8.5008 4.4041 -9.4120
H 7.3568 3.2906 -8.7148
H 7.9583 3.1232 -10.4318
H 12.5347 4.5516 -7.7647
H 11.7349 3.2155 -7.3473
C 14.6999 -5.1675 -4.0476
C 14.6605 -6.5450 -4.8262
C 14.5613 -7.6942 -3.8091
O 15.7510 -7.6523 -3.0143
C 15.9585 -8.7391 -2.0929
N 13.6365 -6.5145 -5.8593
H 14.4026 -4.2736 -4.5959
H 15.5841 -4.9901 -3.4354
H 13.8076 -5.1577 -3.4217
H 15.6061 -6.6606 -5.3559
H 14.5127 -8.6468 -4.3366
H 13.6277 -7.5688 -3.2605
H 15.9368 -9.6516 -2.6886
H 15.3170 -8.7318 -1.2118
H 17.0023 -8.7308 -1.7789
H 13.7844 -5.6777 -6.4053
H 13.8346 -7.2880 -6.4778
O 15.8808 -0.3497 -2.0129
H 16.0852 -0.1430 -1.1010
H 16.5639 -0.9655 -2.2784
O 13.8549 0.9402 -5.4334
H 12.9249 0.7221 -5.3727
H 14.2151 0.6948 -4.5812
C 7.6056 -0.9007 -5.2122
C 9.1008 -1.0118 -4.9486
O 9.6900 0.1596 -4.4223
O 6.9725 -0.8606 -3.9597
H 7.1535 -1.6980 -5.8021
H 7.4022 -0.0153 -5.8145
H 9.6217 -1.1985 -5.8877
H 9.2499 -1.7648 -4.1748
H 9.0208 0.6882 -3.9815
H 7.1455 -0.0500 -3.4753
```

energy above the lowest of the compared OMol25 structures with the same formula, charge and spin	2.457	eV
HOMO level	-9.10	eV
net charge	0
structure (SMILES)	COC[C@H](C)N.COC[C@H](C)N.COC[C@H](C)N.OCCO.O.O
molar mass	365.512	g/mol


No. 2
Here is C18H15Cl5N6PPd as an isolated structure at a distorted geometry from the Open Molecules 2025 dataset. Energies are from the ωB97M-V functional and the def2-TZVPD basis.

Geometry as XYZ:
```
46
Properties=species:S:1:pos:R:3
Pd 0.6642 0.4071 0.1789
C -3.2136 -0.6749 1.0301
N -2.3858 0.4980 0.9407
C -2.4742 1.5705 1.7974
C -1.6789 2.5410 1.2733
N -1.0865 2.1079 0.1180
C -1.4835 0.8409 -0.0534
P -1.2892 -0.1513 -1.6203
C -0.3250 1.0909 -2.5390
N 0.7615 1.7026 -2.1222
C 1.1364 2.5373 -3.1244
C 0.2626 2.4353 -4.1758
N -0.6703 1.5098 -3.7979
C -1.7999 1.0659 -4.5835
C 0.1441 -1.2543 -1.1677
N 1.4080 -1.1023 -1.5822
C 2.0545 -2.2684 -1.2723
C 1.1946 -3.1588 -0.7099
N -0.0319 -2.5368 -0.6724
C -1.2593 -3.1982 -0.3191
H -4.2063 -0.3926 1.3826
H -2.7951 -1.4143 1.7158
H -3.3155 -1.1186 0.0424
H -3.0864 1.5371 2.6836
H -1.4841 3.5275 1.6625
H 2.0085 3.1661 -3.0458
H 0.2156 2.9229 -5.1356
H -1.7894 1.5880 -5.5381
H -2.7368 1.2838 -4.0715
H -1.7460 -0.0069 -4.7662
H 3.1083 -2.3894 -1.4655
H 1.3313 -4.1606 -0.3369
H -1.2245 -4.2338 -0.6590
H -2.0905 -2.7043 -0.8174
H -1.4281 -3.1889 0.7597
Cl 3.6657 2.1746 1.2914
C 3.0243 1.0532 2.4578
C 1.8785 0.3487 2.0906
C 1.4199 -0.5370 3.0828
Cl -0.0069 -1.4897 2.7628
C 2.0302 -0.7114 4.3179
Cl 1.4013 -1.8251 5.4902
C 3.1713 0.0243 4.6200
Cl 3.9569 -0.1671 6.1494
C 3.6731 0.9158 3.6787
Cl 5.0969 1.8355 4.0494
```

energy above the lowest of the compared OMol25 structures with the same formula, charge and spin	0.345	eV
HOMO level	-3.09	eV
net charge	-1
molar mass	630.019	g/mol


No. 3
Here is a 2-piece molecular cluster, C2H9N2O overall from the Open Molecules 2025 dataset. Energies are from the ωB97M-V functional and the def2-TZVPD basis.

Geometry as XYZ:
```
14
Properties=species:S:1:pos:R:3
C -0.7941 -1.9913 -1.1151
N 0.3275 -1.5401 -0.7327
H -0.9387 -3.0469 -1.3100
H -1.6121 -1.2971 -1.2663
H 0.4771 -0.4990 -0.5265
H 1.0881 -2.1925 -0.5694
N -0.8275 1.0251 1.2544
C 0.3148 1.7104 0.7623
O 1.0451 0.9515 -0.2892
H -1.4734 0.7846 0.5143
H -0.5583 0.1961 1.7722
H 0.0315 2.6499 0.2974
H 1.0122 1.8789 1.5781
H 1.9079 1.3704 -0.3698
```

energy above the lowest of the compared OMol25 structures with the same formula, charge and spin	2.126	eV
HOMO level	-14.29	eV
net charge	+1
molar mass	77.107	g/mol


No. 4
Here is a 2-piece molecular cluster, C7H6NO7 overall at a distorted geometry from the Open Molecules 2025 dataset. Energies are from the ωB97M-V functional and the def2-TZVPD basis.

Geometry as XYZ:
```
21
Properties=species:S:1:pos:R:3
C 0.8808 -1.3030 1.6421
C 1.8707 -1.2396 0.5957
C -0.3220 -0.7796 1.6967
C -3.5242 -0.8749 -0.7756
C 1.7984 -0.7005 -0.6201
C 0.7094 0.1221 -1.2614
C -0.2138 0.7686 -0.2765
N 0.2252 1.7999 0.4391
O -2.9028 -1.8365 -0.7828
O 1.4610 2.0948 0.4375
O -1.4259 -0.5283 2.0130
O -4.2534 0.0084 -0.8041
O -0.6308 2.4549 1.1158
O 1.3431 1.1202 -2.0552
O -1.5885 0.6948 -0.4068
H 1.1531 -1.8754 2.5224
H 2.7943 -1.7459 0.8528
H 2.6643 -0.7837 -1.2624
H 0.1170 -0.5029 -1.9430
H 1.7125 1.7273 -1.3774
H -1.8687 1.3794 0.2502
```

energy above the lowest of the compared OMol25 structures with the same formula, charge and spin	0.000	eV
HOMO level	-3.66	eV
net charge	-1
molar mass	216.125	g/mol


No. 5
Here is a 2-piece molecular cluster, C28H25N2O3 overall at a distorted geometry from the Open Molecules 2025 dataset. Energies are from the ωB97M-V functional and the def2-TZVPD basis.

Geometry as XYZ:
```
58
Properties=species:S:1:pos:R:3
C 2.3011 1.8000 3.6918
C 2.7838 0.5632 2.9794
O 2.0778 0.4545 1.7049
C 1.9567 -0.7953 1.2307
C 1.9562 -0.8835 -0.2701
C 2.1181 -2.2295 -0.8449
N 1.8515 0.2313 -0.9262
C 1.8934 0.4435 -2.2101
C 1.9045 1.7764 -2.7483
C 2.1526 2.0283 -4.1218
C 2.2357 3.3402 -4.5760
C 2.0607 4.4087 -3.6816
C 1.8065 4.1607 -2.3226
C 1.7268 2.8514 -1.8587
O 1.8338 -1.8004 1.9209
H 3.0107 2.0425 4.4908
H 2.2016 2.6755 3.0406
H 1.3285 1.6153 4.1659
H 3.8527 0.6234 2.7324
H 2.5935 -0.3343 3.5824
H 1.9897 -2.9482 -0.0300
H 1.3670 -2.4068 -1.6261
H 3.1227 -2.3581 -1.2791
H 1.9617 -0.3955 -2.9211
H 2.2901 1.1834 -4.7991
H 2.4359 3.5416 -5.6295
H 2.1184 5.4362 -4.0436
H 1.6693 4.9865 -1.6248
H 1.5270 2.6184 -0.8117
N -0.5577 -8.1046 1.7289
C -0.6524 -7.0008 1.3464
C -0.7639 -5.6459 0.8797
C -0.7630 -5.3775 -0.4987
C -0.9165 -4.0771 -0.9496
C -1.0484 -3.0024 -0.0352
C -1.2281 -1.6611 -0.5365
C -1.5767 -0.6030 0.2277
C -1.9035 0.6895 -0.3833
C -2.8647 1.5869 0.3578
C -3.6988 1.1224 1.3929
C -4.5981 1.9855 2.0270
C -4.6959 3.3206 1.6216
C -3.8889 3.7877 0.5748
C -2.9830 2.9279 -0.0513
O -1.4376 1.0346 -1.4797
C -0.9840 -3.2786 1.3511
C -0.8399 -4.5884 1.7966
H -0.6382 -6.2012 -1.2068
H -0.9350 -3.8618 -2.0219
H -1.1248 -1.5333 -1.6160
H -1.6491 -0.6767 1.3096
H -3.6479 0.0738 1.6937
H -5.2262 1.6112 2.8359
H -5.3987 3.9939 2.1115
H -3.9607 4.8218 0.2419
H -2.3600 3.2855 -0.8721
H -1.0155 -2.4617 2.0724
H -0.7708 -4.7967 2.8676
```

HOMO level	-2.38	eV
net charge	-1
molar mass	437.519	g/mol


No. 6
Here is one molecule with the formula C6H13N at a distorted geometry from the Open Molecules 2025 dataset. Energies are from the ωB97M-V functional and the def2-TZVPD basis.

Geometry as XYZ:
```
20
Properties=species:S:1:pos:R:3
C 0.6018 -1.8461 -1.6155
C 1.3382 -0.6489 -1.0413
C 1.2783 -0.5430 0.5232
N -0.2772 1.6444 -0.4549
C -0.8759 0.6865 0.4335
C -0.1153 -0.3718 1.0204
C -2.0043 1.2873 1.2325
H 1.1432 -2.7908 -1.4912
H 0.3406 -1.7127 -2.6585
H -0.3195 -2.0428 -1.0658
H 0.8300 0.4249 -1.2040
H 2.3595 -0.5273 -1.4095
H 1.7064 -1.4622 0.8944
H 1.7307 0.4391 0.7380
H -0.0054 2.3962 0.1719
H -0.9652 -0.2780 -0.2938
H -0.2664 -0.3999 2.0947
H -1.5968 1.6903 2.1656
H -2.4313 2.0997 0.6864
H -2.7504 0.5445 1.5216
```

energy above the lowest of the compared OMol25 structures with the same formula, charge and spin	6.107	eV
HOMO level	-6.93	eV
net charge	0
molar mass	99.177	g/mol


No. 7
Here is a 9-piece molecular cluster, C16H48O20S overall at a distorted geometry from the Open Molecules 2025 dataset. Energies are from the ωB97M-V functional and the def2-TZVPD basis.

Geometry as XYZ:
```
85
Properties=species:S:1:pos:R:3
S 0.2512 0.0832 -0.2340
O 0.7700 0.1634 -1.5465
O 1.2890 -0.3964 0.7080
O -0.3251 1.3186 0.2630
O -0.8394 -0.8729 -0.3128
C -1.8019 -4.0221 -0.2490
C -1.9215 -3.3767 1.1694
O -2.5165 -2.2819 0.9486
O -0.7594 -3.4641 -0.9762
H -2.7815 -4.0331 -0.6474
H -1.2591 -4.8882 -0.0785
H -0.8037 -3.3288 1.5884
H -2.5638 -4.0239 1.7158
H -1.8615 -1.6737 0.5419
H -0.7701 -2.6097 -0.5811
C 3.0644 0.5762 3.5385
C 1.8200 1.2647 4.0961
O 1.9485 1.3494 5.4801
O 3.0420 0.7952 2.1700
H 3.2305 -0.5265 3.6255
H 4.0085 1.2743 3.7909
H 0.8985 0.8315 3.7819
H 1.6604 2.2169 3.6193
H 1.4186 0.5555 5.8539
H 2.4459 0.2816 1.8373
C -0.2252 -1.8965 -3.9593
C -0.5166 -2.7223 -5.2674
O -1.2096 -3.8985 -4.8469
O 0.3123 -0.6031 -4.2763
H 0.7637 -2.2776 -3.4127
H -1.2350 -1.7419 -3.6023
H 0.4001 -2.7964 -5.9398
H -1.3592 -2.2662 -5.6612
H -1.8776 -3.6558 -4.2253
H 0.5012 -0.0100 -3.3391
C -4.7081 0.7155 -2.4130
C -3.4505 0.5354 -1.6187
O -2.9935 -0.7791 -1.8682
O -5.0134 2.1069 -2.5297
H -5.5724 0.3205 -2.0505
H -4.7278 0.3190 -3.4459
H -3.5020 0.7095 -0.5143
H -2.9549 1.2615 -2.0478
H -2.1650 -0.9760 -1.5812
H -4.0989 2.5235 -2.8510
C -1.8900 0.1847 3.3078
C -2.8677 0.9761 2.4081
O -2.2683 2.1884 1.8487
O -2.3130 -1.1390 3.4447
H -1.9189 0.7237 4.1980
H -0.9858 0.3256 2.6654
H -3.7829 1.2945 2.5737
H -3.1589 0.5271 1.4624
H -1.5361 1.9488 1.3337
H -2.2432 -1.5804 2.5318
C 3.1049 -2.8096 1.8872
C 2.8910 -3.4401 0.6572
O 2.3792 -2.4995 -0.2770
O 1.9169 -2.3550 2.3685
H 4.0077 -2.1721 1.9018
H 3.4525 -3.5763 2.5016
H 2.1767 -4.2871 0.8072
H 3.8686 -3.7052 0.0819
H 1.9835 -1.6962 0.1349
H 1.6863 -1.3482 2.0374
C -0.3869 4.3116 -1.0192
C -0.2566 4.6091 0.5162
O 0.6176 3.5890 0.9435
O -1.2109 3.2145 -1.1910
H 0.5363 4.3848 -1.5060
H -0.8918 5.0833 -1.3670
H -1.1285 4.4411 0.8454
H 0.1062 5.5459 0.5186
H 0.1845 2.7833 1.0911
H -0.7736 2.5294 -0.7386
C 3.7115 1.8433 -1.7540
C 3.5141 2.8067 -0.5409
O 4.5752 2.6515 0.4335
O 2.6173 1.9870 -2.6224
H 3.8717 0.6389 -1.3750
H 4.5705 1.8646 -2.4856
H 2.6180 2.5325 -0.1032
H 3.3206 3.8444 -1.0849
H 4.0785 2.0535 1.1395
H 1.8122 1.6445 -2.2279
```

energy above the lowest of the compared OMol25 structures with the same formula, charge and spin	2.397	eV
HOMO level	-4.18	eV
net charge	-2
molar mass	592.607	g/mol


No. 8
Here is Cu2H3HfO18S4 as an isolated structure at a distorted geometry from the Open Molecules 2025 dataset. Energies are from the ωB97M-V functional and the def2-TZVPD basis.

Geometry as XYZ:
```
28
Properties=species:S:1:pos:R:3
Hf -1.8655 0.3428 -0.8497
Cu 1.5838 1.3741 -0.8924
Cu 0.0115 -1.6104 2.1562
S 0.7758 -0.8869 -3.1215
O 0.4521 -0.6642 -4.5290
O 0.8024 -2.2966 -2.7850
O 1.9722 -0.1430 -2.6833
O -0.3505 -0.2115 -2.3124
S -3.2476 -1.3728 2.0089
O -2.6195 -0.3603 1.0237
O -3.9631 -0.5934 3.0029
O -4.1192 -2.2401 1.2143
O -2.1045 -2.1139 2.5756
S -1.3435 2.9608 -2.2284
O -2.5165 1.9697 -2.1707
O -0.7080 2.9912 -3.5193
O -1.7681 4.2555 -1.7440
O -0.5070 2.2110 -1.2149
S 2.7303 -1.5058 1.1408
O 1.9217 -2.5062 0.4471
O 2.0988 -1.3326 2.5092
O 4.1361 -1.8953 1.2814
O 2.6393 -0.1630 0.4913
O -0.0850 0.1437 0.4135
H 0.8380 -0.1789 0.3127
O 1.7172 1.2321 3.5504
H 1.6352 2.0472 3.0496
H 1.8838 0.5468 2.8733
```

energy above the lowest of the compared OMol25 structures with the same formula, charge and spin	0.000	eV
HOMO level	-0.18	eV
net charge	-3
molar mass	724.856	g/mol


No. 9
Here is one molecule with the formula C15H13F7N2O3 from the Open Molecules 2025 dataset. Energies are from the ωB97M-V functional and the def2-TZVPD basis.

Geometry as XYZ:
```
40
Properties=species:S:1:pos:R:3
C 6.1170 2.2575 4.2190
H 6.6392 2.1684 3.2618
O 4.8223 2.7898 4.0521
C 3.9284 2.1125 3.2984
C 4.1713 0.8955 2.6641
C 3.1735 0.2996 1.9197
C 1.9146 0.8819 1.7978
C 1.6797 2.1085 2.4221
C 2.6720 2.7132 3.1582
H 2.5078 3.6646 3.6385
H 0.7342 2.6181 2.3095
C 0.9135 0.1693 0.9756
O 1.1859 -0.6310 0.1095
N -0.3983 0.4894 1.2564
N -1.4443 -0.1249 0.5933
C -1.7158 0.1261 -0.7083
C -2.6049 -0.6892 -1.3601
C -3.0522 -0.4892 -2.6905
O -2.7463 0.3580 -3.5023
C -4.0972 -1.5719 -3.1513
F -4.9133 -1.0686 -4.0980
F -4.9059 -1.9830 -2.1390
C -3.3762 -2.8199 -3.7287
F -2.5124 -3.3072 -2.8079
F -2.6478 -2.4780 -4.8040
C -4.3294 -3.9838 -4.1249
F -5.2970 -3.5875 -4.9422
F -4.8949 -4.5215 -3.0458
F -3.6488 -4.9490 -4.7411
H -3.0112 -1.5352 -0.8266
C -1.0589 1.3052 -1.3243
H -0.9497 2.1108 -0.6013
H -1.6186 1.6412 -2.1911
H -0.0632 1.0115 -1.6588
H -1.7528 -1.0197 0.9638
H -0.6408 1.0179 2.0822
H 3.3551 -0.6385 1.4175
H 5.1311 0.4105 2.7403
H 6.0884 1.2816 4.7130
H 6.6458 2.9667 4.8533
```

energy above the lowest of the compared OMol25 structures with the same formula, charge and spin	0.000	eV
HOMO level	-8.90	eV
net charge	0
structure (SMILES)	COc1ccc(C(=O)NN/C(C)=C/C(=O)C(F)(F)C(F)(F)C(F)(F)F)cc1
molar mass	402.266	g/mol


No. 10
Here is C32H22BBrCrF2IP as an isolated structure at a distorted geometry from the Open Molecules 2025 dataset. Energies are from the ωB97M-V functional and the def2-TZVPD basis.

Geometry as XYZ:
```
61
Properties=species:S:1:pos:R:3
Cr 0.9496 -0.7638 -0.5252
Br 1.2145 0.7287 -2.8976
C 2.0777 -0.7394 -3.7691
C 2.3070 -0.5934 -5.1006
C 3.0073 -1.6109 -5.7883
C 3.4659 -2.6976 -5.1062
C 3.2290 -2.8463 -3.7155
C 3.7281 -3.9762 -3.0148
C 3.4674 -4.1225 -1.6871
C 2.6703 -3.1641 -1.0100
C 2.1585 -2.0345 -1.6136
C 2.4833 -1.8677 -3.0015
H 1.9699 0.2941 -5.6204
H 3.1841 -1.5098 -6.8532
H 4.0226 -3.4739 -5.6209
H 4.3118 -4.7148 -3.5575
H 3.8465 -4.9854 -1.1508
H 2.4166 -3.3732 0.0263
I 2.2264 -0.8212 2.1122
C 0.6893 -0.7335 3.5324
C 0.9778 -1.5395 4.5865
C 0.2206 -1.4813 5.7781
C -0.7610 -0.5590 5.8840
C -1.1003 0.2751 4.7899
C -2.1347 1.2190 4.9762
C -2.5348 2.0181 3.9579
C -1.9542 1.8408 2.6869
C -0.9623 0.9333 2.4340
P -0.5625 0.7602 0.6278
C -0.0464 2.4671 0.1822
C -0.9216 3.4724 -0.2275
C -0.4453 4.7381 -0.5460
C 0.9119 5.0184 -0.4536
C 1.7928 4.0253 -0.0470
C 1.3152 2.7576 0.2623
C -2.2288 0.5478 -0.0917
C -2.4670 0.9089 -1.4170
C -3.6679 0.5789 -2.0303
C -4.6340 -0.1345 -1.3356
C -4.3945 -0.5189 -0.0247
C -3.1985 -0.1828 0.5930
C -0.4309 0.1639 3.5281
H 1.8242 -2.2101 4.5252
H 0.4652 -2.1332 6.6061
H -1.3132 -0.4431 6.8099
H -2.5966 1.2909 5.9559
H -3.3187 2.7518 4.1008
H -2.3510 2.4214 1.8639
H -1.9819 3.2687 -0.3205
H -1.1389 5.5053 -0.8702
H 1.2814 6.0052 -0.7057
H 2.8545 4.2303 0.0199
H 2.0166 1.9891 0.5708
H -1.7071 1.4302 -1.9877
H -3.8357 0.8627 -3.0620
H -5.5643 -0.4047 -1.8196
H -5.1354 -1.0928 0.5183
H -3.0187 -0.5016 1.6124
F -0.9633 -3.0939 -0.2529
B -0.5193 -2.0884 -1.0687
F -1.1974 -2.0911 -2.2481
```

energy above the lowest of the compared OMol25 structures with the same formula, charge and spin	0.217	eV
HOMO level (alpha / beta)	-6.65 / -7.31	eV
net charge	0
spin multiplicity	5
molar mass	745.114	g/mol


- Which of these has the lowest molar mass?
  C2H9N2O


- Among the records above, which one has the lowest net charge?
  Cu2H3HfO18S4